(1)
Molecular formula: C11H15ClI2N2OPPtS
Method: DFT, wB97M-V/def2-TZVPD

XYZ file:
```
35
Properties=species:S:1:pos:R:3
C -0.91 -0.30 -3.45
I -3.23 -2.63 -1.65
H -1.46 -1.20 -3.10
H 1.11 2.00 -3.42
H -2.27 2.21 5.55
C -1.78 1.66 4.75
N 2.20 -1.71 1.69
C -0.94 0.04 -0.33
H 2.67 1.10 -3.25
H -1.69 1.73 1.33
H 2.91 -1.15 1.18
C 1.23 -1.01 2.31
H -2.95 2.67 3.21
H -1.48 0.59 -3.10
O -2.07 -0.16 -0.06
C -0.84 0.67 5.01
S 0.81 -1.38 3.94
C 1.56 -1.84 -3.27
H 2.54 -2.62 2.04
Cl 3.24 0.07 -0.72
C -1.46 1.43 2.36
H 0.94 -2.68 -2.91
C 1.64 1.06 -3.63
C -0.48 0.45 2.60
N 0.48 -0.10 1.71
H 1.61 0.83 -4.72
I -3.36 2.19 -2.35
H 2.56 -1.89 -2.83
Pt 0.88 0.03 -0.56
C -0.29 0.00 3.92
P 0.77 -0.27 -2.76
H -0.84 -0.28 -4.55
H 1.60 -1.85 -4.37
H -0.53 0.37 6.01
C -2.15 1.98 3.42
```

Summary:
HOMO energy (spin up / spin down) in eV: -18.659 / -18.127
E in eV: -68742.2087
Net charge: +3
Multiplicity: 5
Largest force on an atom in eV/A: 4.9
Frontier orbital gap (spin up / spin down) in eV: 8.89 / 3.54

---

(2)
Molecular formula: C4H11FO
Method: DFT, wB97M-V/def2-TZVPD

XYZ file:
```
17
Properties=species:S:1:pos:R:3
O -2.93 -3.85 2.24
C -0.92 -1.72 1.72
H -2.92 -4.35 3.09
H 1.09 -0.86 1.59
H 0.84 0.67 -0.24
H -1.50 -3.10 3.27
H -1.40 -1.41 3.86
H -0.69 -2.62 1.13
C 0.00 0.00 0.00
H -0.08 0.39 2.11
C 0.05 -0.50 1.46
H -3.37 -4.46 1.60
C -0.94 -2.15 3.18
H -0.94 0.57 -0.09
F 0.18 -2.49 3.69
H -0.02 -0.82 -0.74
H -1.96 -1.41 1.49
```

Summary:
HOMO energy in eV: -10.458
E in eV: -9090.5046
SMILES: CCCCF.O
Largest force on an atom in eV/A: 6.1
Relative energy (zero: lowest compared OMol25 entry of this formula, charge and spin) in kcal per mole: 12.55
Frontier orbital gap in eV: 11.08

---

(3)
Molecular formula: C6H8N2O5P2
Method: DFT, wB97M-V/def2-TZVPD

XYZ file:
```
23
Properties=species:S:1:pos:R:3
C -4.34 1.83 -1.45
O 4.02 -2.22 3.45
O 3.89 -3.84 1.47
H -5.33 2.23 -1.28
N -1.80 0.79 -1.87
H 2.60 -0.97 1.14
C -2.72 0.75 -2.81
P -0.79 1.55 0.67
C -2.11 1.33 -0.69
O -1.58 1.96 1.86
O -0.52 -0.12 0.86
H 3.09 -2.46 3.42
C 3.66 -1.16 0.99
O 5.99 -2.35 1.81
N 4.26 -0.48 0.12
H -4.73 1.16 -3.46
H 5.25 -0.76 0.08
H -2.42 0.28 -3.74
H -3.55 2.32 0.51
H 0.03 -0.41 0.14
C -3.38 1.88 -0.46
C -4.01 1.24 -2.66
P 4.51 -2.54 1.89
```

Summary:
HOMO energy in eV: -0.948
E in eV: -38151.2435
Net charge: -2
Largest force on an atom in eV/A: 1.8
Relative energy (zero: lowest compared OMol25 entry of this formula, charge and spin) in kcal per mole: 0.00
Frontier orbital gap in eV: 5.86

---

(4)
Molecular formula: C34H68Br6O12
Method: DFT, wB97M-V/def2-TZVPD

XYZ file:
```
120
Properties=species:S:1:pos:R:3
H 4.28 -0.49 -8.55
H 1.30 -2.67 -1.32
H -2.26 4.23 -3.07
H 4.97 -5.68 5.62
H 0.08 5.43 1.67
H 0.17 4.44 -2.78
H 2.10 3.26 2.17
H 3.40 0.38 -0.42
H 7.09 1.02 1.57
C -2.62 1.78 -3.75
C -4.11 -0.78 3.59
H 1.47 -1.33 -4.94
C 0.00 5.34 2.76
H -2.16 -0.09 -4.77
H -0.33 1.80 -1.06
H 6.27 -5.96 4.49
C 3.62 -0.57 -6.56
C 6.29 0.84 2.29
O 4.07 -1.64 -6.23
C -5.33 0.93 -1.10
H -1.05 -2.82 -0.89
O 4.66 -3.87 3.88
H 0.67 0.86 -4.29
H -7.76 2.14 -2.47
C 4.33 -2.64 3.25
C -5.38 -2.00 1.66
H 1.10 -0.03 -2.90
H 4.71 -2.31 -1.09
C -4.25 4.35 1.11
O -3.33 -0.85 1.35
H -4.53 -1.55 4.24
H -1.63 -4.00 1.54
O -1.49 2.49 -3.86
C -1.19 -4.41 3.59
H -3.08 -0.61 3.87
O 2.64 0.06 -5.90
H -5.94 -1.44 0.91
H -1.88 0.99 -0.68
C -2.14 -4.38 2.41
C -0.13 0.21 0.32
H 2.14 1.30 -3.44
C -0.25 4.53 -3.78
C -4.00 3.17 2.00
H 1.43 -4.37 -1.83
H 0.45 4.10 -4.50
Br 1.15 -4.27 0.60
C 3.88 -0.56 -0.12
H -3.26 -0.20 -3.44
H 1.94 2.67 3.83
C -6.30 0.64 -2.23
H 2.55 -2.31 4.48
H 4.95 -1.82 3.62
C 4.98 0.66 1.57
H 2.29 -3.16 2.98
O 4.01 1.35 1.74
O -0.54 3.18 3.54
C 2.19 -0.56 -4.68
H 0.80 -0.46 2.09
C 2.86 -2.34 3.44
H -4.39 0.40 -1.24
C 1.55 0.45 -3.77
H 4.58 -2.67 2.19
H -6.05 -2.23 2.48
H -5.18 4.28 0.56
H 3.44 -1.48 -2.00
C 4.14 0.22 -7.74
C 0.87 -3.66 -1.23
H -4.24 5.27 1.68
O -3.71 2.29 -3.70
H 2.39 4.37 3.51
H -5.10 1.99 -1.09
H -0.34 5.59 -4.02
Br -2.80 4.46 -0.16
C -4.20 -1.15 2.13
C 0.33 3.93 3.16
H -4.97 -2.90 1.22
H -7.09 1.52 -4.01
Br -2.75 -6.16 2.00
C -0.94 1.34 -0.27
O 5.04 -0.34 0.69
H -6.12 2.63 -3.00
C -0.06 0.14 1.81
H 6.55 -0.06 2.84
H -1.11 -4.54 -1.42
H -1.52 0.05 -3.13
C 4.30 -1.33 -1.35
H 6.64 -5.25 6.09
O -6.71 -0.48 -2.43
Br -0.81 -2.56 4.08
H -1.57 -4.91 4.46
H -0.23 -4.81 3.28
H 6.21 1.67 2.99
C -1.63 3.92 -3.89
H -1.12 2.14 0.45
H 3.05 -1.03 -4.20
H -2.98 -3.72 2.60
H -0.88 -0.45 2.23
O 0.47 -0.55 -0.41
H -3.02 3.24 2.47
C 1.78 3.53 3.18
H -2.09 4.22 -4.84
H -0.07 1.11 2.29
C -0.60 -3.59 -1.51
Br -0.83 -2.97 -3.35
H 5.07 -0.80 -1.91
H 2.52 -1.42 2.97
H 0.59 6.13 3.23
H -4.69 0.13 3.76
H -1.04 5.53 3.03
H -5.84 0.61 -0.19
H 5.11 0.62 -7.45
C -6.86 1.83 -3.00
H 3.09 -1.06 0.44
Br -5.28 3.17 3.46
O 6.44 -2.97 4.91
C 5.92 -5.28 5.27
H 3.48 1.01 -8.06
C -2.35 0.31 -3.78
C 5.73 -3.91 4.70
H -4.04 2.22 1.48
```

Summary:
HOMO energy in eV: -9.358
E in eV: -481188.2579
SMILES: CCOC(C)=O.CCOC(C)=O.CCOC(C)=O.CCOC(C)=O.CC(C)=O.CC(C)=O.CC(C)=O.CC(C)=O.BrCCBr.BrCCBr.BrCCBr
Largest force on an atom in eV/A: 1.4
Frontier orbital gap in eV: 9.73

---

(5)
Molecular formula: C45H60F4N4O2SSeTi
Method: DFT, wB97M-V/def2-TZVPD

XYZ file:
```
118
Properties=species:S:1:pos:R:3
H 1.74 3.36 -2.96
H 0.62 -3.98 3.86
F -2.20 6.49 1.13
C 2.46 -0.52 0.05
C -1.61 -5.33 -0.18
H 0.73 -1.49 -6.27
H -2.23 -2.10 2.37
C 0.08 -0.68 4.36
H -1.56 8.34 -0.62
H 0.14 -4.62 5.44
C 3.97 2.92 0.32
C -1.05 7.40 -0.71
H 0.88 1.14 6.28
S -2.61 3.18 -1.68
H 2.03 1.28 -1.87
C -4.01 -1.52 -2.94
C -0.79 -4.92 -1.40
H -1.21 -4.88 0.73
F 1.38 5.86 -2.91
H 3.76 4.51 1.79
C 0.38 0.47 3.64
C 2.69 2.09 -1.58
H -0.18 2.94 4.79
C 0.64 -5.45 -1.22
C -0.45 -0.57 -1.90
Se -2.16 0.04 0.33
N -4.77 2.64 -3.10
C -1.47 -1.42 2.73
H -3.07 -3.33 4.09
H 0.56 -0.82 5.32
H 2.70 -0.76 -3.17
C -1.25 -1.15 -0.88
C 1.76 1.24 5.63
C 3.22 4.12 0.92
N -3.48 0.77 -2.39
Ti -0.51 2.05 -0.34
C -4.31 -0.05 -3.03
C -0.82 -1.66 3.93
C -0.19 0.63 2.34
H -1.66 -3.44 6.79
H -0.74 -1.94 6.70
F -1.02 4.12 0.87
H -4.73 -2.12 -3.49
H 2.22 3.82 1.22
H 0.43 -3.51 -3.35
C -5.41 0.43 -3.75
H -1.48 -6.67 -2.50
H -0.45 0.77 -4.42
H 1.60 -0.21 -0.54
C 2.00 3.41 -1.89
C -1.31 6.33 0.13
H 3.15 0.57 3.42
H -4.01 -1.83 -1.89
C 0.59 0.46 -4.50
H -2.02 -2.88 0.08
H 2.36 0.33 5.72
C 1.35 1.52 4.18
H 4.31 0.26 -0.77
H 0.64 -6.54 -1.12
H 2.80 -1.48 -0.34
H -2.65 -5.03 -0.27
H 1.06 -3.11 5.33
C -1.17 -0.32 1.95
C -0.12 7.16 -1.70
H -1.58 -6.42 -0.06
H -3.01 -1.72 -3.32
H -2.42 -5.20 -2.81
C -5.57 1.81 -3.73
H 1.42 3.66 4.53
C 0.78 -1.02 -4.16
C -1.40 -2.52 -0.73
H 1.27 -5.19 -2.07
C 0.53 5.95 -1.85
H 2.82 -0.96 -4.92
H -6.09 -0.22 -4.27
H 0.41 3.19 3.14
C 2.62 1.52 3.32
C -0.75 -3.40 -1.58
C 2.29 -1.29 -4.03
C -0.05 -2.84 -2.65
O -0.16 0.69 -1.91
H 2.09 -0.66 1.07
C -1.49 -2.54 6.19
C 0.07 -1.48 -2.88
H -0.83 -5.39 -3.53
H 4.59 2.47 1.09
C 0.71 2.91 4.15
C 0.23 -1.81 -5.36
C -2.10 -3.83 4.17
O 0.19 1.60 1.56
H -2.42 -1.96 6.16
H 1.09 -5.02 -0.32
C -0.69 5.12 0.00
H 3.11 4.94 0.21
C -3.71 2.11 -2.45
C 0.28 4.83 -1.01
H -0.84 -1.63 -5.47
H -6.41 2.26 -4.25
C 3.57 0.53 0.01
C -1.04 -2.92 4.77
H 2.49 -2.36 -3.88
H 2.36 2.07 6.00
F 0.18 8.15 -2.58
H 2.72 4.23 -1.80
N 0.84 3.62 -1.04
C -1.42 -5.59 -2.64
H 3.29 2.33 3.63
H 3.59 2.03 -2.23
H -2.23 -4.72 4.80
H -1.82 -4.17 3.17
H 0.38 -2.89 -5.25
C 0.28 -3.70 4.86
H 1.16 1.12 -3.85
H 2.37 1.67 2.27
H 0.93 0.62 -5.53
H 4.11 0.51 0.96
H 4.65 3.26 -0.48
N 3.08 1.89 -0.19
```

Summary:
HOMO energy (spin up / spin down) in eV: -0.103 / -2.009
E in eV: -167865.9989
Net charge: -2
Multiplicity: 3
Largest force on an atom in eV/A: 0.9
Frontier orbital gap (spin up / spin down) in eV: 4.05 / 5.96

---

(6)
Molecular formula: C3H3O3Pb
Method: DFT, wB97M-V/def2-TZVPD

XYZ file:
```
10
Properties=species:S:1:pos:R:3
O -1.49 1.38 1.52
H -2.62 1.42 3.22
C -0.82 0.09 3.34
O -0.16 -0.41 1.53
O -1.06 0.32 -0.39
H -1.35 -0.77 3.77
Pb -0.86 -0.67 -2.17
H 0.20 0.32 3.68
C -1.64 1.16 2.82
C -0.74 0.41 0.80
```

Summary:
HOMO energy (spin up / spin down) in eV: -16.588 / -20.494
E in eV: -14528.0078
Net charge: +2
Multiplicity: 2
Largest force on an atom in eV/A: 5.9
Relative energy (zero: lowest compared OMol25 entry of this formula, charge and spin) in kcal per mole: 55.62
Frontier orbital gap (spin up / spin down) in eV: 5.72 / 9.61

---

(7)
Molecular formula: C2H7NO3
Method: DFT, wB97M-V/def2-TZVPD

XYZ file:
```
13
Properties=species:S:1:pos:R:3
C -0.04 -1.54 -0.32
O 0.30 -2.63 -0.68
O -0.34 2.26 0.01
H -1.38 -2.16 1.04
H -0.88 -0.54 1.25
N -1.02 -1.32 0.63
H 0.49 3.82 1.09
H 0.49 2.24 1.85
O 0.49 -0.39 -0.82
C 0.66 2.76 0.91
H 1.67 2.61 0.51
H -0.32 2.80 -0.78
H -0.20 0.27 -0.69
```

Summary:
HOMO energy in eV: -10.220
E in eV: -9820.3962
SMILES: NC(=O)O.CO
Largest force on an atom in eV/A: 0.9
Relative energy (zero: lowest compared OMol25 entry of this formula, charge and spin) in kcal per mole: 13.02
Frontier orbital gap in eV: 10.76

---

(8)
Molecular formula: C3H4O3S
Method: DFT, wB97M-V/def2-TZVPD

XYZ file:
```
11
Properties=species:S:1:pos:R:3
H 2.44 0.86 -1.17
C 1.78 0.43 -0.32
C 0.44 0.85 -0.02
O -0.35 1.76 0.16
O -2.14 -1.09 -0.58
H 2.46 0.45 0.50
H 0.02 -1.05 -0.97
O -2.78 -0.25 1.63
S -3.04 -0.30 0.23
H 0.60 -1.08 0.74
C 0.59 -0.56 -0.18
```

Summary:
HOMO energy in eV: -9.371
E in eV: -20150.8303
Largest force on an atom in eV/A: 2.9
Relative energy (zero: lowest compared OMol25 entry of this formula, charge and spin) in kcal per mole: 81.73
Frontier orbital gap in eV: 8.36

---

(9)
Molecular formula: C10H39N13O9
Method: DFT, wB97M-V/def2-TZVPD

XYZ file:
```
71
Properties=species:S:1:pos:R:3
H 5.93 -0.51 -0.07
N -1.80 -0.73 -2.23
C 1.63 -1.65 -0.75
H -1.47 2.32 3.16
N -2.96 -0.78 0.59
H 0.19 -1.28 3.61
C 0.20 1.09 -2.76
H 4.74 0.59 0.54
H -3.81 -0.70 1.13
H 0.54 -0.32 -4.09
O -1.64 -2.73 -1.50
H 0.83 -3.34 -1.78
O 2.25 0.87 1.84
O -0.01 1.97 -3.52
H -3.08 -0.52 3.25
N -0.53 2.82 0.87
C 4.98 -0.04 -0.32
H -1.51 -0.49 -1.30
C 1.69 -2.68 -1.85
H -2.08 5.20 -0.18
N -1.98 1.51 3.50
C 2.78 -0.60 -0.83
H -2.11 -1.20 0.96
H 3.66 -1.87 2.70
H -0.06 0.91 1.37
H -4.46 -0.58 -1.05
N 0.62 -0.12 -3.10
H -3.08 -3.09 -3.70
O 1.61 -2.77 3.56
H 0.89 -0.77 -2.39
H 0.93 0.10 2.60
H -1.75 -1.38 2.51
H 0.18 -0.47 -0.03
N -2.14 -0.52 2.86
N 0.90 -0.78 3.09
H -3.63 0.77 -1.86
N -2.61 -2.22 -3.50
H -2.81 -1.39 -4.05
H -0.06 2.15 -1.11
H 1.88 -2.17 0.17
H 1.43 -2.17 -2.77
N 2.85 -1.31 2.50
H 0.20 0.43 -0.90
H 1.70 0.70 1.07
O 0.14 0.44 0.56
H 5.07 0.72 -1.09
C -2.78 0.12 -0.30
N 0.32 -1.02 -0.87
H -0.69 0.07 0.28
H 2.60 -3.28 -1.73
H 2.77 -0.49 1.92
H 2.51 0.19 -0.13
H -1.77 -0.06 -3.00
H -0.72 1.90 1.24
H 2.84 1.57 1.57
C -1.57 3.54 0.47
H -0.43 -1.67 -1.05
C -1.40 0.53 2.93
C -1.95 -1.98 -2.38
N -1.23 4.69 0.00
O -0.30 0.69 2.48
C 1.74 -1.69 3.04
H 2.75 -0.17 -1.83
O -2.74 3.23 0.48
O -1.70 0.59 -0.54
H -2.98 1.44 3.63
N -3.80 0.18 -1.06
O 4.06 -1.11 -0.51
H 0.41 3.17 1.00
N 0.04 1.23 -1.50
H -0.26 4.90 0.16
```

Summary:
HOMO energy in eV: -7.802
E in eV: -48784.3845
Largest force on an atom in eV/A: 7.4
Frontier orbital gap in eV: 7.32

---

(10)
Molecular formula: C8H19N3
Method: DFT, wB97M-V/def2-TZVPD

XYZ file:
```
30
Properties=species:S:1:pos:R:3
H 2.28 -0.54 0.50
H 0.67 2.12 -1.17
H 1.33 -1.11 -1.43
H -2.23 -0.01 -1.63
C 1.84 0.11 1.24
H -0.40 2.41 1.09
H 2.55 0.81 1.68
H -0.62 -0.17 -2.43
H -0.85 -2.07 1.49
H 1.13 -2.17 -0.20
H 2.29 2.09 -0.47
H -3.29 1.19 0.93
C 0.59 2.11 1.37
H -1.59 -2.86 -0.02
H -1.60 -1.55 -2.56
H 1.51 2.84 1.40
H 1.56 -0.63 2.10
C 0.80 0.98 0.50
C -1.43 -1.90 0.47
C 0.61 -1.71 -0.97
N -2.77 0.60 0.34
C 1.47 1.45 -0.84
H 0.41 1.83 2.44
H -2.37 -1.40 0.76
N -1.56 0.94 0.62
H 0.45 -2.50 -1.68
C -0.67 -0.99 -0.54
H 1.70 0.53 -1.38
C -1.37 -0.70 -1.79
N -0.45 0.28 0.19
```

Summary:
HOMO energy in eV: -8.556
E in eV: -13070.5963
SMILES: [H]/N=N/N(C(C)(C)C)C(C)(C)C
Largest force on an atom in eV/A: 4.2
Relative energy (zero: lowest compared OMol25 entry of this formula, charge and spin) in kcal per mole: 68.22
Frontier orbital gap in eV: 9.39

---

Question: E of number 10 (C8H19N3)?
Answer: -13070.5963 eV

---

Question: Among the records above, which one has the highest E?
Answer: C4H11FO

---

Question: Which formula does entry 4 have?
Answer: C34H68Br6O12

---

Question: largest force on an atom of number 6 (C3H3O3Pb)?
Answer: 5.9 eV/A